This record from OMol25 describes an isolated molecule of C8H8ClNO3 at a distorted geometry. The level of theory is ωB97M-V/def2-TZVPD.

Geometry as XYZ:
```
21
Properties=species:S:1:pos:R:3:forces:R:3:lowdin_charge:R:1
C 2.64450 -0.41113 0.79800 1.4 -1.3 0.3 -0.063
C 1.35439 -0.93985 0.94534 0.9 1.4 -0.3 -0.060
C 2.83421 0.90394 0.32328 -0.2 -1.0 0.6 -0.041
C 0.27598 -0.14300 0.69418 0.4 0.3 0.5 -0.054
C 1.69039 1.72355 0.25439 1.5 -1.0 -0.3 0.002
C 0.43668 1.18955 0.43625 0.2 0.8 -0.4 -0.157
C -4.05330 -0.11414 -0.57470 3.8 -1.2 3.3 -0.461
C -0.63948 2.12949 0.14220 -3.4 -0.7 -1.4 -0.267
N -2.48087 0.16408 -0.28082 0.1 -1.3 -0.5 -0.258
O -1.84435 -0.27877 -1.46289 0.3 -0.9 0.3 -0.047
O -2.05105 1.52534 -0.18765 -0.7 1.2 0.3 -0.071
O -0.67703 3.29398 -0.07314 0.6 -1.0 0.7 0.172
Cl -4.66615 -0.18382 1.07434 -0.7 0.1 0.2 0.576
H 3.55408 -1.10119 1.06997 -1.8 1.5 -0.8 0.142
H 1.09669 -1.90363 1.24969 0.4 -1.6 0.5 0.094
H 3.87301 1.13130 0.02452 -0.9 0.6 0.4 0.114
H -0.67950 -0.51816 0.83520 -1.8 -0.7 0.2 0.089
H 1.68160 2.74220 -0.00926 0.6 1.1 -0.4 0.108
H -4.36360 0.71233 -1.03817 -1.8 2.9 -2.1 0.022
H -4.26270 -1.09933 -1.01717 0.9 0.7 -0.2 0.086
H -1.16747 -0.80768 -1.00944 0.2 -0.1 -1.0 0.074
```
Forces are in eV/Å.

Computed properties:
2S+1 = 1
relative energy (zero: lowest compared OMol25 entry of this formula, charge and spin) = 108.5 kcal per mole
total charge = 0
LUMO = -0.216 eV
HOMO = -9.3 eV

---

This record from OMol25 describes an isolated molecule of C8H8ClOP at a distorted geometry. The level of theory is ωB97M-V/def2-TZVPD.

Geometry as XYZ:
```
19
Properties=species:S:1:pos:R:3:forces:R:3:lowdin_charge:R:1
C 0.40394 -0.81298 -2.26388 -0.1 -1.2 -0.9 -0.092
C -0.90183 -0.77583 -1.86045 -0.9 0.9 0.9 -0.087
C 1.39229 -0.62505 -1.33956 1.4 -0.5 0.8 -0.065
C -1.17834 -0.41389 -0.54980 -0.3 1.6 1.2 -0.032
C 1.11850 -0.53212 0.00591 -0.3 0.7 -1.3 -0.129
C -0.14572 -0.29564 0.41627 -2.4 -1.5 0.1 -0.385
C 0.54442 -1.05883 2.86547 -1.9 -0.1 -2.3 -0.727
C -0.40443 -0.05661 1.88230 0.6 0.6 1.4 -0.419
O 1.22756 -0.82286 3.77664 0.2 1.0 0.6 0.043
P 0.14697 1.79674 2.07343 -1.1 -0.6 0.1 0.867
Cl 0.48208 -2.82103 2.34661 -0.3 0.6 -0.1 0.584
H 0.52110 -1.19028 -3.26730 0.8 0.5 -0.3 0.107
H -1.70109 -0.90933 -2.57600 -0.1 0.0 0.0 0.107
H 2.45824 -0.62420 -1.45838 0.3 -0.3 -1.2 0.108
H -2.12598 0.08267 -0.25792 0.1 -1.2 -0.3 0.122
H 1.91334 -0.48810 0.67452 1.4 0.0 1.1 0.096
H -1.51922 -0.10294 2.16875 1.9 -0.3 -0.3 0.124
H 1.27919 1.71160 1.25691 0.3 -0.1 0.2 -0.102
H 0.77052 1.66880 3.31551 0.3 0.1 0.2 -0.122
```
Forces are in eV/Å.

Computed properties:
2S+1 = 1
relative energy (zero: lowest compared OMol25 entry of this formula, charge and spin) = 42.9 kcal per mole
total charge = 0
LUMO = 0.645 eV
HOMO = -9.2 eV

---

This record from OMol25 describes a structure of composition C8H8F12O13S4Zr at a distorted geometry. The level of theory is ωB97M-V/def2-TZVPD.

Geometry as XYZ:
```
46
Properties=species:S:1:pos:R:3:forces:R:3:lowdin_charge:R:1
Zr -10.19176 -25.21464 -29.19980 -0.4 -0.3 -0.7 1.950
C -13.40038 -25.62334 -32.06021 0.7 -0.2 0.2 -0.687
F -13.85020 -24.73660 -31.20810 -0.2 0.4 0.2 0.180
F -14.27667 -26.58858 -32.21744 -0.3 -0.4 0.0 0.183
F -13.15254 -25.06507 -33.22633 0.1 0.3 -0.4 0.179
S -11.82036 -26.35985 -31.39010 2.3 -1.6 1.4 0.631
O -10.72510 -25.36670 -31.34168 0.4 1.5 -2.4 -0.395
O -11.93121 -26.48587 -29.92871 -2.1 -1.0 1.5 -0.400
O -11.53490 -27.58539 -32.07574 -0.9 1.1 -0.3 -0.215
C -12.84258 -22.82700 -26.85781 0.5 0.0 -1.0 -0.656
F -13.42057 -23.21599 -25.74992 -0.1 0.0 0.3 0.191
F -13.54814 -21.87432 -27.45934 -0.2 -0.4 0.1 0.168
F -11.63046 -22.33602 -26.63342 0.0 -0.2 0.4 0.155
S -12.67438 -24.31478 -28.00067 0.6 -2.5 -0.5 0.643
O -11.92327 -23.90315 -29.18829 -1.3 2.7 -1.8 -0.414
O -11.58710 -25.21289 -27.49890 -0.5 -0.6 2.4 -0.400
O -13.94260 -24.94661 -28.16942 0.3 1.2 0.5 -0.199
C -7.86372 -27.71640 -31.86484 -0.9 0.0 0.5 -0.675
F -8.06286 -29.02304 -31.83725 0.2 -0.2 0.2 0.175
F -6.65123 -27.45598 -32.28712 0.3 0.2 -0.1 0.191
F -8.77876 -27.17812 -32.63711 0.2 0.4 -0.3 0.177
S -8.10690 -27.06554 -30.11682 -0.9 1.0 2.2 0.661
O -9.49352 -27.31628 -29.68307 -0.9 -2.5 -0.2 -0.388
O -7.08827 -27.61364 -29.27596 0.1 0.0 -1.1 -0.213
O -8.26232 -25.58446 -30.10742 2.7 1.0 -1.2 -0.406
C -9.65224 -20.89773 -28.90003 0.4 -0.8 1.2 -0.657
F -9.03470 -20.08040 -29.71803 -0.3 0.0 -0.3 0.193
F -9.44800 -20.49633 -27.63961 0.0 0.0 -0.2 0.148
F -10.94802 -20.97572 -29.11181 0.1 0.2 -0.4 0.180
S -8.87880 -22.60709 -29.04311 0.5 -3.1 -0.8 0.657
O -7.45792 -22.49559 -29.12473 -0.7 1.1 0.3 -0.205
O -9.37001 -23.56893 -28.01002 0.4 1.7 2.4 -0.415
O -9.53241 -23.33226 -30.15244 -0.1 1.4 -2.3 -0.395
C -7.13496 -26.62758 -26.17464 0.9 -0.1 0.4 -0.159
C -8.35578 -27.20818 -25.49436 0.0 0.0 -0.6 -0.136
C -9.41886 -27.03682 -26.57689 -0.7 -0.8 1.3 -0.164
O -8.97837 -25.97168 -27.43549 0.4 -0.2 -0.3 -0.316
C -7.69357 -25.46536 -26.96050 0.6 0.1 0.9 -0.148
H -6.63770 -27.35811 -26.81456 -0.4 0.0 -0.3 0.108
H -6.34879 -26.38830 -25.45354 -0.2 0.6 0.0 0.125
H -8.68653 -26.63062 -24.63184 0.4 -0.2 0.2 0.121
H -8.16024 -28.25442 -25.27089 -0.4 0.0 0.3 0.122
H -10.35647 -26.74012 -26.10660 0.0 0.1 -0.3 0.116
H -9.60629 -28.00048 -27.05405 0.2 0.4 -0.9 0.134
H -7.87147 -24.61433 -26.30124 -0.3 0.0 0.0 0.131
H -7.02409 -25.10696 -27.73814 -0.5 -0.3 -0.5 0.126
```
Forces are in eV/Å.

Computed properties:
2S+1 = 1
relative energy (zero: lowest compared OMol25 entry of this formula, charge and spin) = 17.5 kcal per mole
total charge = 0
LUMO = 0.331 eV
HOMO = -11.2 eV

---

This record from OMol25 describes an isolated molecule of C8H8F2N2O2 at a distorted geometry. The level of theory is ωB97M-V/def2-TZVPD.

Geometry as XYZ:
```
22
Properties=species:S:1:pos:R:3:forces:R:3:lowdin_charge:R:1
C -2.57759 1.08209 0.78505 0.9 -2.0 -3.3 -0.083
C -1.43271 0.52679 0.12193 1.0 0.6 -0.2 -0.161
C -1.95218 -0.10826 -1.02008 1.1 1.6 2.8 0.103
C 0.73736 1.38746 -0.81458 -0.2 2.4 0.9 -0.196
C 1.77648 -0.56139 -0.94036 1.8 -0.8 -0.1 -0.191
C -0.01851 0.99754 0.47436 -0.4 1.8 -0.4 -0.257
C 1.27936 -1.01013 0.40557 1.9 -3.8 -0.3 -0.296
C 0.30265 -2.12007 0.20972 -2.5 0.6 0.0 -0.308
N -3.64938 0.71125 0.12166 -1.0 1.5 1.0 0.065
N 0.88129 0.09670 1.13126 0.5 1.0 -0.3 0.030
O -3.23266 0.04227 -0.99872 -1.0 -1.5 -0.7 -0.033
O 0.93379 0.29851 -1.62761 0.4 -0.7 0.0 -0.071
F -0.47333 -2.56832 1.19873 0.2 0.6 0.8 0.106
F 0.59070 -3.16800 -0.50397 1.2 -0.7 -1.0 0.143
H -2.51771 1.84721 1.50199 -0.6 0.4 1.2 0.108
H 0.18911 2.11010 -1.44595 0.3 0.0 0.7 0.143
H 1.72518 1.78937 -0.42178 -0.9 -0.1 -0.8 0.147
H 2.75966 -0.16480 -0.67861 0.1 1.1 -0.3 0.133
H 2.06422 -1.34228 -1.60370 -0.4 -1.1 -0.4 0.128
H -0.06217 1.92749 1.20850 -0.2 -1.7 -1.7 0.189
H 2.17748 -1.60605 0.93530 -1.2 1.5 -0.8 0.207
H 0.49896 -0.16748 1.96129 -1.1 -0.9 3.1 0.094
```
Forces are in eV/Å.

Computed properties:
2S+1 = 1
relative energy (zero: lowest compared OMol25 entry of this formula, charge and spin) = 38.7 kcal per mole
total charge = 0
LUMO (alpha / beta) = 0.309 / -1.916 eV
HOMO (alpha / beta) = -9.7 / -7.8 eV

---

This record from OMol25 describes an isolated molecule of C8H8F3N3 at a distorted geometry. The level of theory is ωB97M-V/def2-TZVPD.

Geometry as XYZ:
```
22
Properties=species:S:1:pos:R:3:forces:R:3:lowdin_charge:R:1
C 1.13538 3.11300 0.90080 1.4 -2.6 0.5 -0.073
C -0.16781 3.25480 0.49531 2.1 -3.3 0.2 -0.092
C 1.70694 1.78958 0.97186 1.4 0.4 0.4 -0.100
C -0.90760 2.19344 0.03812 3.6 -0.3 1.5 -0.031
C 0.91752 0.75734 0.59975 -0.4 -0.5 -0.6 0.067
C -0.29813 0.94371 0.04526 -2.8 -1.1 -1.8 -0.214
C -0.14977 -2.17502 -0.54130 2.0 0.3 -0.7 -0.220
C -0.96306 -2.72485 0.55529 0.6 0.2 -0.4 -0.647
N -1.17935 -0.06301 -0.62494 0.7 1.9 1.7 0.007
N -0.64492 -1.11659 -1.25319 0.8 -2.0 -2.1 -0.041
N 0.99581 -2.83535 -1.09188 -0.9 0.4 -0.3 0.115
F -2.24306 -2.44220 0.30655 -0.5 -0.4 0.5 0.150
F -0.78787 -4.02347 0.76304 -0.3 -1.6 -0.8 0.148
F -0.61720 -2.24055 1.74002 -0.1 1.4 1.4 0.141
H 1.75012 3.92311 1.19184 0.3 0.8 0.2 0.085
H -0.52521 4.16782 0.48490 -2.0 4.4 -0.1 0.057
H 2.77008 1.45250 1.24709 -1.5 1.4 -0.1 0.123
H -1.82872 2.40566 -0.30169 -3.3 0.1 -1.3 0.076
H -1.86648 0.42437 -1.17877 -0.1 -0.3 0.0 0.127
H -0.34202 -1.09897 -2.24201 -0.1 0.6 0.9 0.164
H 1.68703 -2.29105 -1.59179 -0.6 0.7 0.0 0.085
H 1.55832 -3.41426 -0.51426 -0.3 -0.8 1.0 0.075
```
Forces are in eV/Å.

Computed properties:
2S+1 = 1
relative energy (zero: lowest compared OMol25 entry of this formula, charge and spin) = 96.7 kcal per mole
total charge = 0
LUMO (alpha / beta) = 0.778 / -0.658 eV
HOMO (alpha / beta) = -8.3 / -6.4 eV

---

This record from OMol25 describes the ion C8H8FN2O with charge +1 at a distorted geometry. The level of theory is ωB97M-V/def2-TZVPD.

Geometry as XYZ:
```
20
Properties=species:S:1:pos:R:3:forces:R:3:lowdin_charge:R:1
C 1.82836 1.47058 0.08880 1.6 1.2 0.4 -0.038
C 0.51949 1.61645 -0.12902 -0.1 1.9 -0.1 -0.029
C 2.01877 -1.07581 0.32955 -0.8 1.9 -0.8 -0.064
C -0.11809 -0.56321 -0.85844 2.7 -4.8 -1.8 -0.232
C -1.80230 0.72280 -0.13649 0.4 0.7 -0.6 -0.058
C 2.67109 0.19429 0.16078 -0.7 -0.3 -3.5 -0.111
C -2.81247 -0.21397 -0.54629 -0.9 -1.2 -3.6 -0.032
C -2.59130 0.04378 0.90661 1.3 -0.4 -0.7 -0.227
N 1.97061 -2.19542 0.57965 -0.6 -2.1 0.4 0.334
N -0.41438 0.60366 -0.47718 -2.0 2.2 1.5 -0.016
O -0.43675 -1.59090 -1.39353 0.1 1.8 1.0 0.148
F -1.91333 -0.91326 1.59774 -0.2 0.0 0.3 0.049
H 2.51967 2.40145 0.28980 -1.9 -1.8 -0.5 0.166
H -0.00752 2.64029 -0.15343 1.1 -1.8 0.2 0.173
H 3.31684 -0.08414 -0.79142 -1.2 1.1 1.4 0.205
H 3.36909 0.22647 0.91259 1.8 0.5 2.1 0.105
H -3.74103 0.25734 -1.07105 1.5 -1.1 1.1 0.167
H -2.37810 -1.18599 -1.13730 -1.5 2.1 1.8 0.172
H -3.32265 0.60245 1.40429 -0.8 0.4 1.2 0.138
H 1.32398 -2.95686 0.42434 0.1 -0.3 0.1 0.152
```
Forces are in eV/Å.

Computed properties:
2S+1 = 1
relative energy (zero: lowest compared OMol25 entry of this formula, charge and spin) = 102.0 kcal per mole
total charge = +1
LUMO (alpha / beta) = -5.212 / -4.986 eV
HOMO (alpha / beta) = -12.6 / -12.0 eV